[1]
Density functional theory data (wB97M-V/def2-TZVPD) for C9H18N as an isolated structure at a distorted geometry.

Its multiplicity is 1. As for the total energy: -408.081160 Ha. The orbital gap (spin up / spin down) comes out at 8.35 / 8.35 eV. The total charge is +1. The LUMO energy (spin up / spin down) comes out at -0.1325 / -0.1325 Ha. For the HOMO energy (spin up / spin down), the calculation gives -0.439 / -0.439 Ha.

Last column: Löwdin charge in e.
Atoms and positions in Å:
C: 0.795 -1.235 -0.210  -0.226
C: 0.070 -0.145 -0.202  0.106
C: 2.016 -0.314 -0.451  -0.258
C: 1.074 0.934 -0.358  -0.296
C: 0.676 -2.687 -0.046  -0.014
C: 3.070 -0.427 0.630  -0.039
C: 0.980 1.834 -1.571  -0.052
C: -2.389 0.902 1.745  -0.114
C: -2.322 -0.051 0.603  -0.185
N: -3.061 0.434 -0.599  0.148
H: 2.431 -0.437 -1.451  0.154
H: 1.231 1.514 0.551  0.146
H: 1.564 -3.077 0.447  0.090
H: 0.591 -3.181 -1.016  0.096
H: -0.200 -2.932 0.553  0.085
H: 3.554 -1.402 0.577  0.085
H: 2.630 -0.307 1.621  0.095
H: 3.830 0.343 0.485  0.091
H: 0.130 2.507 -1.480  0.073
H: 0.875 1.253 -2.482  0.085
H: 1.879 2.439 -1.641  0.087
H: -1.973 1.872 1.478  0.078
H: -3.413 1.056 2.102  0.086
H: -1.811 0.505 2.574  0.088
H: -2.540 -1.087 0.810  0.095
H: -2.918 1.448 -0.674  0.163
H: -4.079 0.257 -0.550  0.173
H: -2.691 -0.018 -1.445  0.162

Cartesian forces, eV/Å:
-0.045 -0.007 -0.222
-2.580 -0.190 1.228
-0.185 -0.204 0.053
-0.091 0.628 -0.201
-0.031 -0.165 0.052
0.080 0.097 -0.097
0.070 -0.081 0.211
-0.173 -0.045 -0.064
3.148 -0.044 -0.838
-0.272 -0.122 -0.125
-0.024 0.075 -0.063
0.128 -0.052 0.068
-0.001 -0.099 0.052
0.034 -0.012 0.009
-0.014 -0.081 -0.008
0.041 0.016 0.058
0.001 0.001 0.034
0.011 -0.055 0.079
-0.067 0.118 -0.037
-0.023 -0.055 -0.123
0.078 0.130 -0.114
0.061 0.126 0.027
-0.073 0.022 0.066
0.044 0.002 0.053
-0.182 -0.095 -0.144
-0.054 -0.292 -0.167
0.297 0.157 -0.055
-0.178 0.226 0.266



[2]
Density functional theory data (wB97M-V/def2-TZVPD) for the molecule C4H2O3S at a distorted geometry.

Its multiplicity is 1. As for the total energy: -777.343312 Ha. The orbital gap (spin up / spin down) comes out at 8.42 / 7.04 eV. The LUMO energy (spin up / spin down) comes out at -0.0368 / -0.0616 Ha. For the HOMO energy (spin up / spin down), the calculation gives -0.346 / -0.320 Ha.

Last column: Löwdin charge in e.
Atoms and positions in Å:
C: 0.554 0.420 0.423  -0.010
C: 1.454 -0.599 0.624  -0.085
C: -0.114 0.132 -0.799  -0.367
C: 0.535 -0.945 -1.326  0.137
O: 1.535 -1.360 -0.505  0.003
O: -1.170 0.924 -1.205  -0.373
O: -2.550 0.034 0.736  -0.503
S: -2.616 0.980 -0.372  0.984
H: 0.156 1.133 1.099  0.110
H: 2.215 -0.720 1.324  0.105

Cartesian forces, eV/Å:
0.256 -2.022 0.484
-0.921 2.101 -1.471
-0.229 0.330 0.099
0.318 0.255 0.809
-1.176 -0.084 -0.757
0.082 -0.324 -0.791
-0.196 -0.067 0.202
0.742 -0.280 -0.228
0.191 0.543 0.602
0.934 -0.453 1.050



The following relative energy (zero: lowest compared OMol25 entry of this formula, charge and spin) values (in eV) correspond, in order, to the records above: 3.270, 3.072.